(1)
{
  "formula": "C4H5N3",
  "method": "wB97M-V/def2-TZVPD",
  "symbols": ["C", "C", "C", "C", "N", "N", "N", "H", "H", "H", "H", "H"],
  "xyz": [[-1.3506, -1.1188, 0.0506], [-0.2605, -0.2657, 0.0317], [1.2335, -0.4013, -0.0452], [1.1243, 1.1515, -0.0030], [-2.4105, -0.4303, -0.0195], [-2.6926, 0.6581, -0.0635], [-0.3622, 1.0570, 0.1054], [-1.2276, -2.2348, 0.1232], [1.6611, -0.9912, 0.8059], [1.5659, -0.9795, -0.9818], [1.4647, 1.7434, 0.9356], [1.2546, 1.8117, -0.9395]],
  "lowdin_charge": [-0.15, -0.39, -0.10, -0.20, -0.08, 0.24, 0.06, 0.13, 0.11, 0.13, 0.12, 0.12],
  "homo_energy_ha": -0.309,
  "gap_ev": 8.748,
  "relative_energy_kj_mol": 449.8,
  "total_energy_ha": -319.5409,
  "fmax_ha_per_bohr": 0.111,
  "spin_multiplicity": 1
}

=====

(2)
{
  "formula": "C4H5N3",
  "method": "wB97M-V/def2-TZVPD",
  "symbols": ["C", "C", "C", "C", "N", "N", "N", "H", "H", "H", "H", "H"],
  "xyz": [[2.5535, -0.8079, -0.0752], [1.2255, -0.6759, -0.3562], [-1.3094, 1.4657, -0.2356], [-0.1676, 1.1743, -0.4560], [3.0064, 0.4470, 0.3305], [2.1029, 1.2249, 0.4096], [1.0187, 0.6186, -0.2685], [3.1518, -1.6780, -0.0312], [0.5015, -1.3565, -0.9108], [-2.2490, 1.8804, 0.0466], [-0.6508, 2.0204, 2.0150], [-0.0878, 2.8764, 2.1972]],
  "lowdin_charge": [-0.10, -0.08, 0.09, -0.17, -0.01, 0.05, -0.14, 0.08, 0.16, 0.03, 0.03, 0.06],
  "homo_energy_ha": -0.345,
  "gap_ev": 9.977,
  "relative_energy_kj_mol": 665.3,
  "total_energy_ha": -319.4588,
  "fmax_ha_per_bohr": 0.115,
  "spin_multiplicity": 1
}

=====

(3)
{
  "formula": "C4H5N3",
  "method": "wB97M-V/def2-TZVPD",
  "symbols": ["C", "C", "N", "C", "N", "C", "N", "H", "H", "H", "H", "H"],
  "xyz": [[1.1634, 0.6149, -1.4944], [0.1308, 0.0272, -0.5992], [0.3819, -0.6045, 0.4516], [-0.4715, -0.8452, 1.5877], [-1.6136, 0.0330, 1.5342], [-1.8007, 0.3903, 0.3644], [-1.5188, 0.5880, -0.8145], [1.1381, 1.6701, -1.4691], [2.0932, 0.1003, -1.2834], [1.0188, 0.3643, -2.5112], [-0.5885, -1.9205, 1.7906], [0.0669, -0.4180, 2.4433]],
  "lowdin_charge": [-0.02, -0.21, 0.10, -0.24, 0.06, -0.30, 0.13, 0.08, 0.09, 0.07, 0.12, 0.12],
  "homo_energy_ha": -0.330,
  "gap_ev": 9.210,
  "relative_energy_kj_mol": 350.0,
  "total_energy_ha": -319.5789,
  "fmax_ha_per_bohr": 0.051,
  "spin_multiplicity": 1
}